Formula: C5H18N2O4
Source: the Open Molecules 2025 dataset
Level of theory: ωB97M-V/def2-TZVPD

Properties
DFT total energy = -16646.9164 eV
SMILES = C[C@@H](C(N)=O)N(C)C.O.O.O
charge = 0
energy relative to the best compared isomer or geometry (same formula, charge and spin) = 35.3 kcal/mol
E_LUMO = 0.51 eV

Positions of all 29 atoms, in Å:
C 1.66439 0.05508 -1.54892
C 0.19793 -0.31537 -1.59911
C 0.01933 -1.59623 -0.76661
N -1.14524 -2.28397 -0.96232
O 0.86459 -1.99280 0.01034
N -0.74975 0.62109 -0.95819
C -1.06465 1.75414 -1.82537
C -0.32891 1.05947 0.36903
H 2.06079 0.81938 -2.22330
H 2.35421 -0.77839 -1.69633
H 1.93729 0.39063 -0.55634
H -0.10805 -0.46438 -2.63150
H -1.97959 -1.78040 -1.20305
H -1.20217 -3.15640 -0.45668
H -0.76958 2.68889 -1.35111
H -2.11887 1.76192 -2.11332
H -0.55708 1.72130 -2.79463
H 0.06989 0.23303 0.95038
H -1.18914 1.49860 0.87847
H 0.37695 1.89805 0.32082
O -2.44151 -1.31183 1.55284
H -1.96402 -0.91008 0.82251
H -2.70316 -2.19380 1.27321
O 2.37546 -1.25232 2.84056
H 2.67327 -1.65749 2.01027
H 1.41842 -1.35515 2.80748
O 0.86403 2.09873 3.28738
H -0.00204 2.42207 3.03337
H 1.44720 2.02623 2.53012

***

Formula: C5H18NO4S
Source: the Open Molecules 2025 dataset
Level of theory: ωB97M-V/def2-TZVPD

Properties
DFT total energy = -25991.4748 eV
charge = -1
energy relative to the best compared isomer or geometry (same formula, charge and spin) = 50.6 kcal/mol
E_LUMO = 2.85 eV

Positions of all 29 atoms, in Å:
C 0.30913 -0.46076 -1.93759
N 0.14964 -0.24856 -0.52707
C 0.66761 0.92373 0.20356
C 0.68196 2.35394 -0.50371
S 2.11799 3.37403 -0.08220
C 0.00292 1.11301 1.60509
O 0.82067 0.32672 2.45457
C -0.52517 -1.63997 -2.38792
H 1.42598 -0.63735 -2.16972
H 0.07345 0.42017 -2.54275
H 0.66909 -1.05666 -0.01836
H 1.66465 0.85743 0.44553
H 0.67246 2.18389 -1.54310
H -0.30215 2.71896 -0.22075
H 1.65854 0.70984 2.84664
H -1.02832 0.82995 1.58711
H -0.00068 2.12889 1.89786
H -0.38856 -2.37550 -1.56652
H -1.61958 -1.66042 -2.44148
H -0.11924 -1.88689 -3.31300
H -1.84575 -0.97373 2.70042
H -1.06799 -1.56100 1.54424
O -1.87473 -1.59880 2.02872
H 2.40466 -2.72855 2.24928
H 2.09701 -1.31620 1.78553
O 2.79020 -1.82137 2.29811
H -2.77481 1.12861 -0.88041
H -3.21116 0.06686 -2.00263
O -3.44779 0.82974 -1.50945

***

Formula: C5H18NO5
Source: the Open Molecules 2025 dataset
Level of theory: ωB97M-V/def2-TZVPD

Properties
DFT total energy = -17203.6904 eV
charge = -1
energy relative to the best compared isomer or geometry (same formula, charge and spin) = 52.6 kcal/mol
E_LUMO = 3.65 eV

Positions of all 29 atoms, in Å:
N -0.74148 1.51719 2.18437
C -0.46635 0.05971 2.42838
C 0.78303 -0.32890 1.76900
C 1.05394 0.74150 0.56212
C 0.06069 1.90455 1.04526
C -1.12343 2.07245 -0.17315
O -0.66472 2.05556 -1.45187
H -0.25860 1.95956 3.02723
H -0.67021 -0.28218 3.46835
H -1.24853 -0.51935 1.83334
H 1.72267 -0.39985 2.39765
H 0.61381 -1.37194 1.26390
H 1.93828 1.25820 0.44324
H 0.86303 0.41290 -0.41917
H 0.51981 2.94204 0.99226
H -1.66105 1.01650 0.04172
H -1.65266 2.97255 0.01459
H 0.88410 -1.15842 -2.07679
H 2.06841 -2.23673 -2.22044
O 1.62887 -1.87375 -1.44367
H -1.27655 -1.19220 -2.60857
H -2.57174 -0.77627 -1.99597
O -2.17245 -1.44065 -2.50107
H 1.44333 -2.88334 0.03622
H -0.05576 -2.64659 0.14470
O 0.61578 -3.13400 0.60965
H -0.56385 1.04212 -1.76006
H 0.72919 0.37812 -3.10982
O 0.20244 -0.08877 -2.50139

***

Formula: C5H18NO6
Source: the Open Molecules 2025 dataset
Level of theory: ωB97M-V/def2-TZVPD

Properties
DFT total energy = -19250.3019 eV
charge = -1
energy relative to the best compared isomer or geometry (same formula, charge and spin) = 126.3 kcal/mol
E_LUMO = 3.32 eV

Positions of all 30 atoms, in Å:
C -2.11979 -1.49345 0.80180
C -1.21204 -2.41959 1.48316
C -1.65244 -0.06866 0.67666
N -0.84913 0.24357 -0.39065
C -0.51982 -0.72418 -1.51686
C 0.94892 -1.18772 -1.48420
O 1.23729 -2.17271 -2.26237
O -2.02743 0.80778 1.39515
H -3.13614 -1.28289 1.56481
H -2.66575 -1.92672 -0.11673
H -1.02659 -2.19244 2.62557
H -0.31793 -2.59798 0.94327
H -1.48576 -3.48205 1.64234
H -0.55332 1.28107 -0.65499
H -1.37929 -1.49762 -1.58996
H -0.81042 -0.13009 -2.39741
H 1.40090 -1.30593 -0.31088
H 1.42402 -0.24570 -1.81142
H 1.69184 2.48062 -2.37580
H 1.04001 1.06845 -2.35848
O 0.86354 2.06708 -2.47978
H -0.67895 2.19729 1.50959
H 0.77399 1.74254 2.00592
O 0.13661 2.47801 1.88461
H 1.86074 -0.86502 2.17949
H 1.51001 -0.76699 0.51772
O 2.00155 -0.33930 1.40436
H 1.48247 3.45353 -1.03550
H 1.90142 3.24572 0.48042
O 2.16148 3.63339 -0.32984

***

Formula: C5H18Si3
Source: the Open Molecules 2025 dataset
Level of theory: ωB97M-V/def2-TZVPD

Properties
DFT total energy = -29104.1690 eV
charge = 0
energy relative to the best compared isomer or geometry (same formula, charge and spin) = 81.5 kcal/mol
E_LUMO (alpha / beta) = -0.74 / -0.32 eV

Positions of all 26 atoms, in Å:
C -2.25795 -1.68941 -0.84774
C -3.86356 -0.26099 0.39896
C -1.94107 0.80595 -0.80203
C 3.59888 1.68088 -0.76689
C -2.43157 -0.38712 -0.00748
Si 4.13377 -0.13891 -0.38351
Si -1.23984 -0.45172 1.52875
Si 3.37108 -0.02599 1.68699
H -1.31607 -1.87143 -1.37580
H -2.40663 -2.61041 -0.30356
H -3.08773 -1.67709 -1.46761
H -4.43472 0.15785 -0.50060
H -4.07310 0.28430 1.31241
H -4.25377 -1.24962 0.62165
H -2.21359 1.69216 -0.29351
H -0.77771 0.83302 -0.91255
H -2.47995 0.76122 -1.77256
H 2.68094 1.89277 -1.27602
H 3.78002 2.37287 0.02431
H 4.36553 1.79416 -1.56459
H 3.57832 -1.06104 -1.30658
H 5.73408 -0.20563 -0.63891
H -0.76449 0.80128 2.06222
H -0.19724 -1.38325 1.35007
H 2.47399 -0.84249 2.59682
H 4.02237 0.77865 2.63774

***

Formula: C5H19B2F3NO5SV
Source: the Open Molecules 2025 dataset
Level of theory: ωB97M-V/def2-TZVPD

Properties
DFT total energy = -63248.5940 eV
charge = -1
<S²> = 0.7678
energy relative to the best compared isomer or geometry (same formula, charge and spin) = 22.2 kcal/mol
E_LUMO (alpha / beta) = 2.45 / 2.46 eV
spin multiplicity = 2

Positions of all 37 atoms, in Å:
O 1.83355 1.93475 0.16075
V 0.70464 1.14314 -0.55301
B 2.08960 0.44344 -2.20636
H 2.78206 1.36537 -2.30428
H 2.40532 -0.28806 -3.05015
H 2.21912 -0.15518 -1.24717
H 1.03141 0.71416 -2.52654
B -0.22857 2.88320 -1.81584
H -0.73556 1.96030 -2.30406
H 0.85358 3.15506 -2.12424
H -0.88538 3.78739 -2.12585
H -0.33854 2.83351 -0.67486
C -1.53904 -2.68956 -1.62067
F -2.54744 -3.31523 -2.23767
F -1.53771 -3.12796 -0.34648
F -0.38613 -3.00528 -2.17636
S -1.87325 -0.83759 -1.69116
O -1.89963 -0.57486 -3.11561
O -3.07454 -0.59792 -0.92258
O -0.67953 -0.30348 -1.01311
C -0.89963 0.58457 3.64026
C 0.00517 0.55562 2.39380
C 0.17025 -0.87110 1.89976
O 1.17855 -0.82811 0.89992
C 1.69544 -2.09274 0.57360
N -0.65159 1.37466 1.32639
H -1.93714 0.28381 3.48774
H -0.85528 1.63013 3.95088
H -0.50624 -0.10320 4.39304
H 0.98287 0.93826 2.68370
H -0.75882 -1.12471 1.37357
H 0.40774 -1.51573 2.74630
H 0.97696 -2.66313 -0.01541
H 1.99533 -2.70570 1.43166
H 2.62496 -2.02016 0.01174
H -1.00724 2.22866 1.77463
H -1.61527 1.00368 1.32368

***

Question: Which of these has the lowest energy relative to the best compared isomer or geometry (same formula, charge and spin)?
Answer: C5H19B2F3NO5SV

***

Question: What is the energy relative to the best compared isomer or geometry (same formula, charge and spin) in the second record?
Answer: 50.6 kcal/mol

***

Question: What is the formula in the fifth record?
Answer: C5H18Si3